Entry 1:
ORCA calculation (ωB97M-V/def2-TZVPD) on C39H60AsF6GeN4P3Rb as an isolated structure at a distorted geometry.

```
115
Properties=species:S:1:pos:R:3:forces:R:3
Rb -0.324 -0.724 -0.446 -1.038 1.978 -0.736
C -4.193 0.090 2.357 -0.066 0.051 -0.028
C -3.289 -1.029 2.874 -0.158 -0.046 -0.054
C -3.472 -2.289 2.025 -0.021 -0.014 -0.062
P -1.531 -0.502 2.847 0.216 0.322 -0.098
C -1.417 0.682 4.252 0.017 0.363 0.245
N -0.338 1.645 4.041 0.330 -0.591 0.116
Ge 0.020 2.098 2.279 0.866 -0.201 0.324
N 1.902 2.884 2.444 -0.244 -0.577 -0.406
C 3.110 2.078 2.232 -0.341 0.149 0.415
P 2.949 0.684 1.040 -0.250 -0.081 0.011
C 3.421 1.360 -0.613 0.085 -0.114 -0.158
C 2.359 2.342 -1.090 -0.072 0.146 -0.047
C 4.821 1.932 -0.804 0.102 0.106 0.059
C 4.415 -0.351 1.517 0.104 -0.070 -0.068
C 5.606 0.390 2.131 0.011 0.046 0.082
C 4.004 -1.494 2.446 0.039 0.042 0.133
C 1.957 4.222 2.316 0.207 0.675 -0.160
C 2.844 4.949 1.466 -0.292 -0.268 0.175
C 2.602 6.269 1.232 -0.167 0.250 0.066
C 1.507 6.928 1.846 0.107 0.022 -0.080
C 0.703 6.281 2.753 0.102 -0.025 -0.016
C 0.976 4.946 3.057 0.181 -0.263 -0.175
N 0.292 4.220 4.004 -0.286 0.248 0.487
C 0.948 3.399 4.983 -0.091 0.230 -0.276
C 1.920 3.900 5.831 0.002 0.068 0.001
C 2.435 3.086 6.827 -0.020 -0.069 0.042
C 1.952 1.789 6.976 0.013 0.049 -0.010
C 1.008 1.276 6.101 0.011 0.041 -0.110
C 0.528 2.066 5.053 -0.257 -0.147 0.114
C -1.115 4.431 4.162 0.749 -0.160 -0.085
C -1.627 4.998 5.310 -0.230 0.004 0.153
C -3.000 5.144 5.449 0.159 -0.023 -0.027
C -3.822 4.704 4.424 -0.098 -0.040 -0.131
C -3.301 4.120 3.275 -0.003 0.024 0.138
C -1.920 3.966 3.121 -0.123 -0.189 -0.429
N -1.322 3.364 1.980 -0.947 0.518 0.033
C -2.275 3.125 0.893 0.040 0.237 0.090
P -1.469 2.534 -0.632 0.273 -0.158 -0.101
C -0.623 4.046 -1.276 0.031 0.182 0.045
C -1.280 5.394 -0.984 -0.041 0.069 -0.003
C -0.284 3.892 -2.760 -0.061 0.008 -0.096
C -2.983 2.173 -1.634 -0.208 -0.032 -0.044
C -3.859 3.356 -2.042 -0.050 0.060 -0.056
C -2.676 1.287 -2.844 0.034 0.012 -0.008
C -0.572 -1.960 3.412 -0.028 -0.168 -0.023
C -1.142 -2.647 4.650 -0.014 -0.076 0.110
C 0.893 -1.588 3.612 0.089 -0.004 0.079
H -5.238 -0.220 2.404 0.016 -0.001 0.010
H -3.967 0.317 1.310 0.008 -0.050 0.007
H -4.101 1.018 2.927 0.024 -0.028 0.030
H -3.562 -1.248 3.911 0.015 -0.021 0.016
H -3.212 -2.100 0.979 -0.001 0.025 0.014
H -4.516 -2.605 2.046 0.009 0.019 0.008
H -2.862 -3.129 2.355 -0.003 0.027 0.044
H -1.304 0.155 5.199 0.067 -0.006 0.034
H -2.368 1.228 4.299 -0.050 -0.044 0.072
H 3.293 1.581 3.194 0.029 -0.023 -0.021
H 3.971 2.720 2.054 -0.027 0.056 -0.066
H 3.346 0.460 -1.239 0.002 0.000 -0.007
H 2.392 3.274 -0.521 0.023 -0.043 0.002
H 1.347 1.941 -0.992 0.014 -0.037 0.016
H 2.514 2.606 -2.139 0.040 -0.032 0.014
H 5.020 2.777 -0.137 -0.047 -0.013 0.010
H 4.936 2.301 -1.826 -0.029 -0.020 0.006
H 5.600 1.191 -0.639 -0.008 -0.041 0.020
H 4.724 -0.781 0.557 -0.004 -0.044 0.034
H 5.384 0.694 3.158 -0.008 -0.003 -0.024
H 5.918 1.275 1.582 -0.014 0.024 -0.067
H 6.464 -0.282 2.187 -0.025 -0.010 -0.027
H 3.628 -1.099 3.396 0.027 -0.009 -0.035
H 4.874 -2.110 2.682 0.000 -0.001 -0.044
H 3.237 -2.126 2.012 0.044 -0.025 -0.024
H 3.648 4.441 0.953 0.027 0.009 0.015
H 3.240 6.821 0.554 -0.001 0.019 0.019
H 1.328 7.973 1.630 0.027 -0.014 -0.017
H -0.096 6.795 3.271 -0.008 0.016 -0.012
H 2.238 4.932 5.735 -0.005 -0.021 -0.018
H 3.180 3.468 7.511 -0.007 0.011 -0.009
H 2.327 1.169 7.780 -0.017 -0.012 -0.014
H 0.664 0.256 6.216 0.003 0.011 0.015
H -0.946 5.315 6.090 0.006 -0.006 -0.009
H -3.417 5.592 6.340 -0.010 0.007 -0.008
H -4.896 4.807 4.511 0.014 0.011 0.008
H -3.983 3.774 2.514 -0.031 0.025 -0.010
H -2.810 4.053 0.681 0.019 0.040 0.046
H -3.038 2.385 1.165 0.069 -0.065 0.001
H 0.321 4.029 -0.722 0.036 0.008 0.017
H -2.277 5.476 -1.416 0.011 -0.010 -0.015
H -0.675 6.195 -1.416 0.018 -0.026 0.009
H -1.354 5.589 0.087 0.022 -0.033 -0.001
H -1.169 4.031 -3.384 0.007 0.004 0.030
H 0.140 2.915 -3.003 0.004 -0.007 0.060
H 0.443 4.651 -3.056 -0.004 -0.003 0.003
H -3.560 1.560 -0.929 -0.002 -0.014 -0.003
H -3.361 3.981 -2.784 0.004 -0.015 0.012
H -4.142 3.993 -1.202 0.029 -0.039 0.025
H -4.781 2.990 -2.499 0.010 -0.007 0.014
H -2.125 1.827 -3.615 0.009 -0.001 0.024
H -3.603 0.928 -3.294 -0.010 0.034 0.001
H -2.092 0.409 -2.567 0.021 -0.009 -0.043
H -0.620 -2.654 2.570 -0.013 -0.014 0.030
H -1.074 -2.011 5.536 -0.005 0.018 -0.023
H -0.567 -3.550 4.864 0.022 0.026 -0.029
H -2.183 -2.950 4.533 0.017 0.007 -0.022
H 1.040 -1.016 4.531 -0.019 0.017 -0.034
H 1.295 -1.013 2.779 -0.077 0.037 -0.024
H 1.493 -2.496 3.682 -0.044 -0.005 0.042
F 1.515 -1.949 0.527 0.974 -0.117 0.605
As 1.058 -3.533 -0.065 0.633 -1.426 0.087
F 1.237 -4.144 1.530 0.031 -0.100 0.140
F -0.588 -3.074 0.331 -0.642 -0.553 0.309
F 0.506 -5.018 -0.690 0.010 -0.089 0.055
F 0.818 -2.764 -1.599 0.014 0.042 -0.758
F 2.694 -3.848 -0.454 0.089 -0.036 0.033
```
Forces are in eV/Å.

Its total charge is +1. For the HOMO energy (alpha / beta), the calculation gives -10.6 / -10.1 eV. The HOMO-LUMO gap (alpha / beta) comes out at 0.216 / 0.183 hartree. For the calculated total energy, the calculation gives -7701.1087 hartree.

***

Entry 2:
ORCA calculation (ωB97M-V/def2-TZVPD) on a 12-piece molecular cluster, C39H60Cl18F24O3 overall at a distorted geometry.

```
144
Properties=species:S:1:pos:R:3:forces:R:3
C 6.433 -0.944 -0.937 -0.221 -1.304 0.031
C 5.241 -1.906 -0.671 3.283 -0.582 1.084
C 5.487 -3.311 -1.305 -0.548 -1.114 -1.445
F 6.705 -3.910 -1.095 -0.349 1.435 0.384
F 4.595 -4.269 -0.940 -0.327 0.785 0.793
F 5.218 -2.043 0.681 0.100 -0.253 0.617
F 4.104 -1.361 -0.988 -1.825 0.292 -1.348
O 6.645 -0.791 -2.363 -0.725 0.943 0.265
C 7.184 0.461 -2.734 0.701 -3.526 0.180
C 7.549 0.380 -4.242 -0.409 -0.225 -0.070
F 8.100 1.526 -4.678 0.416 0.250 0.381
F 8.411 -0.644 -4.480 -0.443 0.516 0.275
F 6.329 1.422 -2.523 -0.575 1.284 0.283
F 8.259 0.571 -1.941 0.686 1.357 -0.034
H 7.277 -1.440 -0.458 0.297 -0.001 -0.363
H 6.248 -0.071 -0.311 -0.179 0.494 -0.725
H 5.354 -3.208 -2.382 0.250 0.234 -0.202
H 6.625 0.271 -4.811 -0.069 -0.494 0.002
C -4.215 6.134 0.481 -0.093 0.178 -1.058
C -2.861 6.105 -0.356 -1.546 -0.767 1.993
C -1.692 5.779 0.580 1.499 -1.097 0.097
F -1.606 6.492 1.739 -0.633 0.601 -0.707
F -1.810 4.506 0.972 -0.641 -1.205 0.384
F -2.888 5.256 -1.412 -0.078 -0.452 0.680
F -2.625 7.279 -0.870 0.216 2.389 -0.734
O -5.284 6.505 -0.417 -1.397 -0.599 -0.475
C -6.449 5.721 -0.392 2.133 -0.579 1.017
C -7.496 6.284 -1.368 1.370 -0.418 -1.866
F -8.637 5.578 -1.456 0.315 -0.332 0.521
F -7.788 7.544 -1.153 -0.626 1.649 1.405
F -6.111 4.430 -0.743 -0.513 0.683 -0.344
F -6.878 5.598 0.876 -0.544 0.306 0.209
H -4.185 6.934 1.221 0.472 -0.056 -0.018
H -4.434 5.204 1.004 0.262 -0.145 -0.236
H -0.719 5.778 0.090 -0.035 0.837 -0.406
H -6.983 6.337 -2.328 -0.036 -0.860 -0.365
C 0.650 0.027 1.136 -0.570 1.100 1.048
C 1.385 1.387 1.045 -1.339 -1.184 0.542
C 1.014 2.193 -0.204 0.973 0.386 -1.135
F -0.265 2.426 -0.374 -2.366 -0.481 0.748
F 1.528 3.458 -0.227 1.211 -0.259 0.434
F 1.092 2.083 2.188 0.155 -0.121 -0.551
F 2.681 1.068 1.050 1.015 0.633 -0.243
O 0.841 -0.741 -0.027 0.279 -2.019 -0.281
C 0.992 -2.154 0.211 -0.647 2.553 -0.804
C 0.969 -2.938 -1.070 2.034 -1.213 -1.603
F 0.932 -4.280 -0.853 0.112 0.160 1.012
F -0.031 -2.699 -1.862 -2.493 1.187 -0.926
F 2.211 -2.371 0.724 -0.224 -0.293 1.134
F -0.014 -2.562 0.980 0.294 -0.291 0.999
H -0.389 0.258 1.368 -0.231 -0.232 -0.558
H 1.010 -0.447 2.049 0.435 -0.114 -0.092
H 1.292 1.632 -1.096 0.815 -0.039 0.036
H 1.861 -2.753 -1.668 0.464 0.267 0.398
C 0.039 -3.262 -5.268 1.022 0.186 0.406
C 0.726 -3.460 -6.625 0.167 0.400 -0.118
C 1.711 -2.312 -6.968 -0.696 0.166 -0.043
C 2.290 -2.222 -8.382 -0.600 0.211 0.428
C 3.086 -0.890 -8.625 0.143 -1.799 -0.023
C 3.755 -0.971 -10.001 -0.170 0.910 0.454
H -0.510 -2.324 -5.176 -0.224 -0.018 -0.367
H 0.834 -3.167 -4.528 0.039 -0.088 0.289
H -0.586 -4.091 -4.937 -0.062 -0.015 -0.275
H 1.299 -4.387 -6.622 -0.216 -0.273 -0.023
H -0.069 -3.526 -7.367 0.198 -0.084 -0.401
H 2.542 -2.297 -6.263 -0.083 -0.041 0.283
H 1.138 -1.393 -6.841 0.081 0.321 0.340
H 2.846 -3.133 -8.603 0.695 0.187 0.038
H 1.449 -2.325 -9.068 -0.145 0.459 -0.313
H 2.473 0.001 -8.486 -0.342 -0.122 -0.331
H 3.844 -0.780 -7.850 0.207 -0.251 0.084
H 4.381 -1.856 -10.109 -0.265 -0.118 -0.011
H 2.967 -0.925 -10.753 0.236 -0.223 -0.269
H 4.412 -0.111 -10.136 -0.011 0.095 -0.204
C -2.099 -4.796 2.502 0.004 -0.495 0.619
C -1.964 -4.238 3.944 -0.973 -0.724 -0.305
C -3.378 -3.976 4.579 0.702 -0.288 -0.774
C -4.366 -5.191 4.589 1.318 0.661 0.167
C -5.667 -4.875 5.287 -0.792 -0.676 0.344
C -6.290 -6.181 5.809 -0.433 0.077 0.242
H -2.698 -5.706 2.515 0.003 -0.094 0.065
H -1.148 -5.092 2.059 0.139 0.252 0.035
H -2.622 -4.130 1.816 0.135 0.338 0.117
H -1.464 -4.935 4.616 0.152 -0.425 -0.270
H -1.287 -3.384 3.926 -0.409 0.464 0.128
H -3.787 -3.121 4.042 -0.430 0.055 0.052
H -3.229 -3.677 5.617 -0.085 0.118 0.070
H -4.546 -5.651 3.617 -0.138 0.463 -0.264
H -3.877 -6.008 5.120 0.208 -0.022 0.354
H -5.561 -4.184 6.123 0.324 0.066 0.023
H -6.374 -4.397 4.610 0.018 0.058 -0.164
H -6.247 -6.956 5.044 -0.028 -0.068 0.006
H -5.823 -6.564 6.717 0.558 0.039 -0.149
H -7.327 -6.084 6.130 -0.204 0.242 -0.330
C -0.499 4.277 4.904 -0.184 -0.451 -1.345
C -1.991 4.116 4.571 0.103 0.417 1.973
C -2.788 5.223 5.400 0.621 -0.870 -1.794
C -4.262 4.873 5.552 0.175 0.835 -0.559
C -5.030 5.001 4.200 -0.599 -0.908 1.102
C -6.564 4.809 4.431 0.873 0.771 -0.384
H -0.238 4.082 5.944 -0.131 0.558 0.006
H -0.246 5.250 4.483 0.341 0.444 0.861
H 0.144 3.636 4.302 -0.139 -0.487 -0.033
H -2.112 4.195 3.490 -0.285 0.246 0.106
H -2.393 3.150 4.876 0.168 -0.264 -0.034
H -2.615 6.100 4.776 -0.551 0.505 0.072
H -2.336 5.504 6.351 0.234 -0.631 0.120
H -4.369 3.889 6.008 -0.007 -0.299 -0.295
H -4.665 5.539 6.315 -0.420 0.289 -0.186
H -4.802 5.958 3.731 -0.136 0.209 0.183
H -4.659 4.241 3.512 0.054 -0.137 -0.081
H -7.150 5.186 3.592 0.036 -0.097 -0.120
H -6.853 3.772 4.601 0.164 0.059 0.177
H -6.814 5.439 5.284 -0.303 -0.234 0.149
C -3.497 0.543 0.626 0.574 0.748 -0.944
Cl -3.636 2.333 0.426 -0.259 -0.966 0.292
Cl -2.902 0.118 2.215 -0.055 -0.014 0.088
Cl -2.344 0.000 -0.672 -0.822 -0.148 0.713
H -4.476 0.083 0.489 0.315 0.133 -0.164
C 2.485 -6.668 -3.408 -0.185 0.002 0.415
Cl 1.228 -7.001 -4.610 0.146 0.372 0.107
Cl 1.963 -7.255 -1.809 0.209 -0.044 -0.424
Cl 2.902 -4.928 -3.247 -0.185 -0.767 -0.656
H 3.354 -7.239 -3.735 -0.033 0.377 0.281
C 2.348 1.240 -4.181 -0.674 -0.828 -0.259
Cl 1.446 2.536 -5.017 0.637 -0.635 0.171
Cl 3.445 0.271 -5.274 -0.580 1.202 0.850
Cl 1.171 0.058 -3.474 0.460 0.545 -0.164
H 2.874 1.694 -3.341 0.272 -0.212 -0.411
C 2.804 -4.944 2.784 0.074 -0.569 0.256
Cl 2.194 -6.054 1.497 0.341 0.688 0.894
Cl 4.591 -5.092 2.947 -0.906 0.120 -0.162
Cl 2.019 -5.270 4.383 0.363 0.062 -0.949
H 2.549 -3.921 2.507 0.168 -0.282 0.030
C 2.823 -0.942 5.065 -0.683 -0.109 0.222
Cl 4.088 -1.540 3.971 -0.476 0.438 0.310
Cl 1.236 -1.679 4.694 0.243 -0.193 -0.183
Cl 2.563 0.816 5.062 0.584 -0.309 -0.149
H 3.037 -1.260 6.086 0.264 0.173 -0.317
C 5.129 4.174 0.111 1.022 0.074 -1.468
Cl 4.788 4.328 -1.696 -0.021 -0.110 1.203
Cl 6.714 4.955 0.416 -0.691 -0.105 0.072
Cl 5.264 2.456 0.530 -0.392 0.712 0.099
H 4.347 4.733 0.626 0.127 -0.523 0.060
```
Forces are in eV/Å.

Its total charge is 0. For the HOMO energy, the calculation gives -10.5 eV. The HOMO-LUMO gap comes out at 0.391 hartree. For the calculated total energy, the calculation gives -12427.9112 hartree.